[1]
{
  "formula": "C31H65N5NbO",
  "method": "ωB97M-V/def2-TZVPD",
  "spin_multiplicity": 1,
  "total_charge": -1,
  "e_tot_ha": -1625.635506,
  "symbols": ["C", "C", "Nb", "C", "C", "C", "N", "C", "C", "C", "C", "C", "C", "C", "C", "C", "O", "C", "H", "H", "H", "H", "H", "H", "H", "H", "H", "H", "H", "H", "H", "H", "H", "H", "H", "H", "H", "H", "H", "H", "H", "H", "H", "H", "H", "H", "H", "H", "H", "H", "H", "H", "H", "H", "H", "C", "C", "C", "C", "N", "H", "H", "H", "H", "H", "H", "H", "C", "C", "C", "C", "N", "H", "H", "H", "H", "H", "H", "H", "C", "C", "C", "C", "N", "H", "H", "H", "H", "H", "H", "H", "C", "C", "C", "C", "N", "H", "H", "H", "H", "H", "H", "H"],
  "coordinates": [[-1.7349, -0.1186, -2.7802], [-1.4392, 0.2843, -1.2010], [0.5349, 1.4312, -1.0055], [-0.6251, 3.2874, -0.3509], [-0.6560, 3.3792, 1.3033], [-1.8820, 4.3321, 1.8411], [-2.3149, 3.7751, 3.1871], [1.7988, -0.3086, -1.7545], [1.6782, -1.6911, -0.8823], [1.9318, -1.5246, 0.7287], [0.4718, -1.8133, 1.4677], [0.6436, -2.7226, 2.8608], [0.8374, -1.7141, 4.1389], [2.4596, -1.5086, 4.3441], [2.8767, -0.0302, 4.9379], [2.8512, 1.1801, 3.8200], [1.5269, 1.4455, 3.2341], [0.6420, 2.1335, 4.1971], [-2.6865, 0.4557, -3.1545], [-1.8051, -1.2842, -2.8705], [-0.8052, 0.3151, -3.3905], [-1.5428, -0.6215, -0.4649], [-2.2927, 1.0581, -0.8911], [0.3919, 2.0206, -2.7237], [2.0637, 2.4225, -0.8224], [0.7107, 0.9837, 0.7398], [-1.7000, 3.2448, -0.8185], [-0.0051, 4.2386, -0.7109], [-0.8186, 2.3073, 1.7810], [0.3461, 3.8379, 1.7006], [-1.5541, 5.4523, 2.0053], [-2.7931, 4.3596, 1.0814], [-2.9631, 2.9627, 3.0135], [-2.9190, 4.4862, 3.6882], [2.9130, 0.0607, -1.8981], [1.4095, -0.5648, -2.8517], [0.6697, -2.2227, -1.1717], [2.5417, -2.4133, -1.2800], [2.3549, -0.4355, 0.9675], [2.7550, -2.2706, 1.1654], [-0.2630, -2.4558, 0.7864], [-0.0995, -0.8042, 1.6889], [-0.4006, -3.2823, 2.9874], [1.4595, -3.5553, 2.7547], [0.3081, -2.2089, 5.0710], [0.2474, -0.7284, 3.9045], [2.8258, -2.3036, 5.1302], [3.0809, -1.6558, 3.3358], [4.0143, -0.1290, 5.2804], [2.2320, 0.1888, 5.8931], [3.5940, 0.8754, 2.9564], [3.1727, 2.1631, 4.3910], [0.8405, 1.8464, 5.3191], [-0.5003, 1.9062, 3.9875], [0.8121, 3.2994, 4.0143], [4.2086, -2.7448, -5.7456], [3.1403, -2.5901, -6.8203], [2.0488, -1.5895, -6.4392], [1.2848, -2.0227, -5.2626], [0.6934, -2.3661, -4.3240], [3.7864, -3.1317, -4.8128], [4.9791, -3.4476, -6.0774], [4.6917, -1.7857, -5.5329], [2.6970, -3.5707, -7.0310], [3.6208, -2.2515, -7.7460], [1.3634, -1.4735, -7.2872], [2.4939, -0.6055, -6.2532], [-6.9582, 1.6765, 2.4954], [-6.4933, 0.4478, 1.7244], [-5.0248, 0.1039, 1.9759], [-4.1192, 1.1602, 1.5071], [-3.4100, 2.0056, 1.1451], [-6.4049, 2.5718, 2.1950], [-8.0195, 1.8630, 2.3043], [-6.8261, 1.5356, 3.5729], [-6.6657, 0.6083, 0.6534], [-7.1113, -0.4076, 2.0225], [-4.7856, -0.8298, 1.4532], [-4.8627, -0.0792, 3.0441], [2.6543, -5.5598, -11.8256], [3.0564, -5.5848, -10.3566], [2.0356, -4.9025, -9.4452], [1.9030, -3.4694, -9.7354], [1.7945, -2.3392, -9.9791], [2.5805, -4.5354, -12.2041], [3.4007, -6.0838, -12.4305], [1.6882, -6.0524, -11.9754], [4.0391, -5.1113, -10.2443], [3.1673, -6.6291, -10.0413], [2.3523, -5.0282, -8.4030], [1.0614, -5.3945, -9.5430], [-1.8340, 3.1394, 6.8630], [-0.9635, 4.1049, 7.6568], [-1.2692, 4.0927, 9.1549], [-2.6338, 4.5493, 9.4468], [-3.7185, 4.8996, 9.6687], [-2.8941, 3.4024, 6.9354], [-1.5577, 3.1647, 5.8044], [-1.7089, 2.1131, 7.2230], [-1.0889, 5.1171, 7.2539], [0.0880, 3.8308, 7.5097], [-0.5556, 4.7493, 9.6669], [-1.1192, 3.0846, 9.5576]],
  "forces_ev_per_a": [[1.008, 0.548, 0.435], [-2.101, 0.015, 0.387], [-1.638, -1.521, -0.588], [0.637, 1.662, 0.782], [-0.969, 0.318, -0.405], [-0.035, 0.205, -0.401], [-1.494, 0.776, -0.024], [0.705, -0.776, -1.138], [1.662, -0.367, -0.896], [-0.769, -0.001, 0.074], [0.242, -0.845, 0.595], [-1.826, 0.842, -0.350], [0.252, -0.957, -0.651], [0.086, 0.776, 0.506], [0.608, -0.661, -0.234], [-0.214, -0.144, 0.989], [0.483, -0.174, 2.244], [-0.328, 0.873, -0.107], [1.699, -1.374, 0.597], [0.045, 2.301, -0.191], [-2.175, -1.299, 0.897], [0.039, 1.414, -1.428], [1.763, -1.717, -0.452], [0.318, 0.738, -0.549], [0.245, 0.202, 0.388], [0.357, 0.266, 0.362], [1.937, 0.395, 0.989], [-1.661, -1.726, 0.522], [0.408, 2.346, -1.002], [-1.774, -1.127, -0.797], [-0.416, -2.180, -0.304], [2.062, -0.121, 1.385], [1.068, 1.207, 0.103], [0.883, -0.996, -0.830], [-1.967, -1.000, 0.383], [0.810, 0.542, 2.224], [1.903, 1.126, 0.904], [-1.794, 1.261, 0.739], [-1.242, -2.265, -0.529], [-1.884, 1.256, -1.162], [1.855, 1.408, 1.093], [1.314, -1.989, -0.336], [2.159, 1.047, -0.145], [-1.346, 1.738, 0.274], [1.390, 1.027, -1.559], [1.456, -1.787, 0.416], [-0.630, 1.412, -1.625], [-1.633, 0.199, 2.115], [-2.338, 0.377, -0.597], [1.193, -0.222, -1.848], [-1.655, 0.851, 1.636], [-0.188, -1.806, -1.274], [-0.118, 0.497, -2.097], [2.567, 0.393, 0.100], [-0.520, -2.379, 0.699], [0.061, -0.126, 0.105], [0.404, -0.104, 0.043], [-0.105, -0.010, -0.337], [-0.715, -0.285, 1.160], [0.790, 0.240, -1.454], [0.031, 0.120, -0.077], [-0.030, 0.087, 0.055], [-0.064, -0.113, 0.015], [-0.035, 0.238, 0.103], [-0.223, 0.009, 0.098], [0.007, 0.033, 0.216], [-0.126, -0.134, 0.148], [-0.084, 0.120, -0.013], [-0.347, 0.178, -0.012], [-0.081, -0.328, -0.209], [0.861, 0.856, -0.313], [-1.384, -1.479, 0.351], [-0.015, -0.117, 0.053], [0.119, 0.007, 0.068], [-0.008, 0.044, -0.084], [0.128, -0.097, 0.138], [0.185, 0.025, -0.079], [0.173, 0.209, 0.054], [0.099, 0.140, -0.127], [0.054, 0.016, -0.141], [0.215, -0.148, -0.324], [0.193, -0.226, 0.219], [-0.329, 1.309, -0.297], [0.193, -1.587, 0.311], [-0.033, -0.107, 0.067], [-0.129, 0.059, 0.043], [0.085, 0.060, -0.011], [-0.173, -0.040, 0.099], [-0.042, 0.199, 0.099], [-0.163, 0.150, -0.182], [0.057, 0.223, -0.026], [-0.005, -0.020, -0.179], [-0.031, -0.104, -0.449], [0.355, 0.194, 0.000], [-1.305, 0.291, 0.389], [1.502, -0.447, -0.317], [0.093, -0.028, 0.038], [-0.091, -0.011, 0.090], [-0.024, 0.059, -0.013], [0.053, -0.112, 0.155], [-0.120, 0.105, 0.134], [-0.243, -0.060, 0.075], [-0.192, 0.129, -0.005]],
  "lowdin_charge": [-0.26, -0.46, 1.37, -0.47, -0.33, -0.32, -0.08, -0.46, -0.32, -0.24, -0.22, -0.23, -0.21, -0.20, -0.20, -0.21, -0.30, -0.15, 0.05, 0.05, 0.00, 0.01, 0.00, -0.13, -0.16, -0.10, 0.02, 0.03, 0.05, 0.10, 0.11, 0.09, 0.03, 0.06, 0.03, 0.00, 0.09, 0.09, 0.08, 0.09, 0.10, 0.08, 0.10, 0.10, 0.10, 0.10, 0.10, 0.11, 0.11, 0.10, 0.14, 0.12, 0.08, 0.08, 0.11, -0.11, -0.29, -0.18, -0.21, 0.17, 0.08, 0.07, 0.08, 0.08, 0.10, 0.10, 0.13, -0.12, -0.27, -0.18, -0.16, 0.20, 0.07, 0.07, 0.07, 0.11, 0.11, 0.12, 0.12, -0.12, -0.27, -0.19, -0.23, 0.16, 0.07, 0.07, 0.08, 0.11, 0.11, 0.10, 0.13, -0.11, -0.27, -0.20, -0.23, 0.13, 0.07, 0.04, 0.08, 0.12, 0.11, 0.11, 0.12]
}

---

[2]
{
  "formula": "C31H66F12N3O15PS4",
  "method": "ωB97M-V/def2-TZVPD",
  "de_lowest_kcal_mol": 0.0,
  "spin_multiplicity": 1,
  "e_tot_ha": -5645.925835,
  "symbols": ["C", "C", "O", "N", "H", "H", "C", "H", "H", "H", "H", "H", "H", "C", "C", "O", "N", "H", "H", "C", "H", "H", "H", "H", "H", "H", "C", "N", "C", "C", "C", "C", "O", "H", "H", "H", "H", "H", "H", "H", "H", "H", "H", "H", "H", "H", "H", "C", "C", "C", "C", "P", "C", "C", "C", "C", "C", "C", "C", "C", "C", "C", "C", "C", "H", "H", "H", "H", "H", "H", "H", "H", "H", "H", "H", "H", "H", "H", "H", "H", "H", "H", "H", "H", "H", "H", "H", "H", "H", "H", "H", "H", "H", "H", "H", "H", "H", "H", "H", "H", "C", "F", "F", "F", "S", "O", "O", "O", "C", "F", "F", "F", "S", "O", "O", "O", "C", "F", "F", "F", "S", "O", "O", "O", "C", "F", "F", "F", "S", "O", "O", "O"],
  "coordinates": [[0.4603, 1.4138, 4.1258], [0.4226, 2.0959, 5.4641], [0.0779, 3.2225, 5.6039], [0.7280, 1.2919, 6.7096], [1.6527, 0.8671, 6.6491], [0.7631, 2.0163, 7.4314], [-0.3579, 0.3515, 7.1170], [-0.2226, 1.8818, 3.4176], [0.1140, 0.3790, 4.1903], [1.4542, 1.3830, 3.6762], [-0.2980, -0.5626, 6.5273], [-1.3418, 0.8078, 7.0843], [-0.0422, -0.0164, 8.0934], [-2.3332, 4.0222, 2.0534], [-1.7910, 3.0760, 1.0236], [-0.6356, 2.7992, 0.8263], [-2.8356, 2.1841, 0.4779], [-3.7013, 2.7055, 0.2912], [-2.3353, 2.0259, -0.4083], [-3.0295, 0.9059, 1.3383], [-2.9180, 3.5423, 2.8438], [-3.0501, 4.7797, 1.7302], [-1.5032, 4.4534, 2.6179], [-3.6888, 0.4275, 0.6173], [-3.5895, 1.0375, 2.2595], [-2.0779, 0.3876, 1.3685], [1.6859, 6.9097, -0.8774], [0.6724, 5.8643, -0.5066], [0.4963, 4.8939, -1.6495], [1.2329, 5.0587, 0.6371], [-0.6562, 6.5095, -0.1078], [-1.4832, 7.1342, -1.2444], [-0.9477, 8.4363, -1.4491], [2.6466, 6.4214, -1.0156], [1.6289, 7.5902, -0.0299], [1.3378, 7.4018, -1.7822], [1.3390, 4.2718, -1.9470], [0.3051, 5.4700, -2.5524], [-0.3855, 4.2949, -1.4181], [0.4681, 4.3624, 0.9838], [1.4558, 5.6270, 1.5420], [2.1317, 4.5369, 0.3200], [-0.4122, 7.1576, 0.7309], [-1.2175, 5.6462, 0.2541], [-2.5279, 7.3390, -0.9997], [-1.5195, 6.5518, -2.1674], [-1.5480, 8.9769, -1.9689], [-0.8016, -5.8842, -3.3579], [-0.7596, -4.9732, -2.1027], [0.5186, -5.1309, -1.2893], [1.8235, -4.5642, -1.8759], [3.2165, -4.4942, -0.7797], [3.3720, -6.0837, 0.0893], [4.5313, -6.2214, 1.0806], [5.7090, -7.0424, 0.6062], [6.8311, -7.4070, 1.6348], [4.8158, -4.1021, -1.4881], [4.9584, -2.7429, -2.2313], [4.3998, -2.6864, -3.6832], [5.2354, -3.4600, -4.6820], [2.7416, -3.1955, 0.4393], [2.1024, -1.9239, -0.0946], [1.4938, -1.0873, 1.0505], [0.5488, -0.0237, 0.5351], [-1.7594, -5.9388, -3.8677], [-0.6167, -6.9084, -3.0180], [0.0521, -5.6438, -3.9933], [-1.5859, -5.2537, -1.4512], [-0.8182, -3.9021, -2.3018], [0.6343, -6.1318, -0.8568], [0.3362, -4.6504, -0.3185], [1.6322, -3.6104, -2.3724], [2.1958, -5.1995, -2.6907], [3.2799, -6.9339, -0.5901], [2.4369, -6.1595, 0.6521], [4.2500, -6.5822, 2.0731], [4.9117, -5.2363, 1.3803], [6.2581, -6.5231, -0.1807], [5.3120, -8.0096, 0.2904], [6.5803, -8.0520, 2.4735], [7.3895, -6.5194, 1.9452], [7.6428, -7.8929, 1.0874], [5.0776, -4.9307, -2.1516], [5.5833, -4.1228, -0.7119], [6.0353, -2.5827, -2.3162], [4.6172, -1.8673, -1.6795], [4.4013, -1.6058, -3.8411], [3.3543, -2.9826, -3.7813], [5.0487, -4.5256, -4.5367], [6.3196, -3.3832, -4.5570], [5.0885, -3.0959, -5.6977], [3.6445, -2.9401, 0.9996], [2.0274, -3.6828, 1.1066], [1.3925, -2.0717, -0.9091], [2.7759, -1.2224, -0.5983], [2.2664, -0.6565, 1.6957], [0.9812, -1.8137, 1.6886], [-0.3751, -0.4486, 0.1341], [0.8408, 0.6413, -0.2772], [0.1958, 0.6178, 1.3469], [-6.3185, -1.0810, 2.1974], [-5.7406, -0.0651, 1.5142], [-7.3037, -0.5957, 2.9235], [-6.7873, -1.9245, 1.2676], [-4.9562, -2.0884, 3.0915], [-5.6876, -3.1228, 3.7410], [-4.0672, -2.5656, 2.0175], [-4.3487, -1.2001, 4.0839], [-7.8992, 3.5747, 0.1442], [-8.3237, 2.5129, 0.8608], [-7.6358, 3.0599, -1.0613], [-8.9128, 4.4308, 0.0515], [-6.3413, 4.3297, 0.8673], [-6.5312, 4.5760, 2.3060], [-5.3489, 3.2797, 0.5533], [-6.2032, 5.5799, 0.1186], [-2.0394, 4.3293, -4.4388], [-0.7374, 4.2770, -4.1471], [-2.3563, 5.5710, -4.8568], [-2.2501, 3.4635, -5.4209], [-3.0595, 3.8702, -2.8835], [-3.2966, 5.1873, -2.3002], [-4.2203, 3.1966, -3.4366], [-2.1356, 2.9931, -2.1171], [-0.5091, -0.9643, -3.1184], [-0.7021, 0.0209, -3.9701], [-0.0864, -2.0716, -3.7383], [0.4579, -0.6170, -2.2346], [-2.1237, -1.2422, -2.1358], [-2.2835, -0.0176, -1.3490], [-3.1539, -1.4003, -3.1763], [-1.8656, -2.3849, -1.2607]],
  "forces_ev_per_a": [[-0.167, -1.069, 0.174], [-0.864, 0.754, -2.116], [0.384, -0.318, 0.894], [-0.227, 1.105, 0.153], [-0.075, -0.344, -0.007], [0.231, 0.061, 0.055], [0.745, -1.663, 0.267], [0.132, 0.414, 0.251], [0.124, -0.091, 0.145], [0.109, 0.151, 0.189], [-0.300, 0.339, -0.520], [0.129, 0.150, 0.035], [-0.541, 0.391, 0.294], [0.531, 0.679, 0.875], [-1.594, -0.997, 1.945], [-0.620, 0.400, -0.116], [2.518, 0.812, 0.500], [-1.026, 0.059, 0.140], [-1.013, -1.309, -0.933], [-0.725, 0.492, -2.203], [-0.111, -0.739, -0.439], [0.193, -0.001, -0.560], [0.068, 0.389, -0.337], [0.133, -0.885, 0.506], [0.314, 0.507, 0.065], [-0.120, 0.022, 0.200], [-1.011, -0.130, 0.320], [1.410, -0.580, -0.402], [-1.101, 0.571, -0.607], [-0.687, 0.090, 0.745], [-0.636, -1.452, -0.580], [0.123, 1.248, 0.137], [1.109, 0.558, -0.231], [0.041, 0.161, 0.083], [0.653, 0.296, -0.242], [0.107, 0.089, 0.068], [0.373, 0.094, 0.968], [-0.300, 0.119, 0.222], [0.124, -0.241, -0.290], [0.330, -0.108, -0.555], [0.129, 0.734, -0.440], [-0.108, 0.016, -0.182], [-0.226, 0.314, -0.189], [-0.147, 0.201, 0.121], [0.002, -1.089, 0.662], [0.205, -0.168, 0.306], [-0.110, -0.175, -0.053], [0.793, -0.127, 1.183], [0.348, -0.441, -0.731], [0.040, -0.191, 1.983], [-0.137, -0.987, -1.586], [-0.516, 0.826, 1.375], [-0.708, -0.148, 0.643], [0.957, 0.888, 0.964], [0.873, -0.954, 0.725], [0.441, 0.772, -0.861], [0.220, 0.656, -0.681], [0.033, -0.659, -0.674], [0.423, 0.799, 0.988], [0.564, -0.080, 0.106], [0.696, -0.386, -0.281], [0.147, 1.260, -0.414], [-0.102, -0.724, -0.459], [-1.286, 0.235, 0.365], [0.107, 0.570, -0.192], [0.017, -0.104, 0.030], [-0.360, 0.095, -0.523], [-0.048, 0.315, 0.056], [-0.528, -0.363, -0.256], [0.302, -0.471, -0.895], [-0.104, 0.759, -0.233], [0.110, 0.197, 0.299], [-0.237, -0.147, -0.167], [0.361, 0.153, -0.301], [-0.092, 0.174, 0.003], [-0.647, -0.429, -0.308], [-0.028, 0.237, -0.312], [-0.371, -0.241, -0.457], [0.100, 0.110, -0.616], [-0.338, 0.223, 0.034], [-0.526, 0.205, 0.570], [-0.327, -0.486, -0.160], [-0.034, 0.042, -0.166], [-0.331, -0.171, 0.377], [0.054, -0.006, -0.081], [-0.359, -0.366, 0.343], [0.028, -0.060, -0.686], [-0.025, -0.073, 0.261], [-0.247, -0.059, -0.632], [-0.019, 0.393, 0.445], [-0.474, -0.502, -0.085], [-0.053, -0.128, 0.245], [0.073, -0.050, 0.118], [-0.482, -0.446, 0.611], [0.636, -0.417, 0.073], [0.326, -0.010, -0.221], [-0.440, 0.280, 0.098], [0.095, -0.343, 0.053], [0.755, -0.113, 0.189], [0.268, 0.016, 0.058], [1.947, -0.942, -0.779], [-0.311, 0.182, 0.351], [-0.077, -0.086, 0.251], [-0.635, 0.149, 0.151], [1.103, -0.018, -0.241], [-1.242, -1.199, 0.336], [-0.889, 1.248, 0.902], [0.326, 0.827, -0.741], [0.189, -1.283, 0.175], [0.083, 0.436, 0.481], [0.090, 0.692, -0.208], [0.192, 0.216, 0.014], [0.405, 1.649, 0.568], [-0.045, -0.940, -1.389], [-0.255, 0.520, 0.302], [0.026, -1.297, 0.225], [-1.407, -0.669, 0.985], [0.844, 0.442, -0.148], [0.419, -0.411, -0.049], [-0.026, 0.196, -0.243], [-0.921, -0.629, -0.823], [0.572, -0.693, 0.173], [1.191, 0.646, 0.566], [-0.364, 1.166, -0.267], [-2.008, -0.016, 1.542], [0.596, -0.026, -0.396], [0.242, 0.007, -0.395], [0.451, 0.174, -0.523], [-2.415, 0.228, -0.092], [0.837, -0.152, -0.567], [2.038, -0.185, 1.200], [0.591, 0.385, -0.893]],
  "lowdin_charge": [0.04, -0.39, 0.19, 0.08, 0.19, 0.18, 0.04, 0.09, 0.10, 0.11, 0.11, 0.13, 0.11, 0.03, -0.41, 0.08, 0.10, 0.10, 0.10, 0.06, 0.11, 0.11, 0.08, 0.09, 0.10, 0.08, 0.02, -0.33, 0.01, -0.01, -0.05, -0.20, -0.08, 0.11, 0.11, 0.10, 0.12, 0.09, 0.08, 0.06, 0.11, 0.11, 0.14, 0.11, 0.14, 0.09, 0.10, -0.08, -0.24, -0.24, -0.27, 1.01, -0.25, -0.26, -0.26, -0.10, -0.26, -0.22, -0.25, -0.11, -0.25, -0.25, -0.24, -0.11, 0.08, 0.07, 0.06, 0.12, 0.06, 0.10, 0.11, 0.09, 0.10, 0.11, 0.09, 0.12, 0.10, 0.10, 0.11, 0.07, 0.07, 0.07, 0.10, 0.09, 0.11, 0.09, 0.11, 0.10, 0.07, 0.07, 0.08, 0.10, 0.10, 0.09, 0.11, 0.10, 0.11, 0.06, 0.08, 0.03, -0.65, 0.08, 0.15, 0.11, 0.44, -0.34, -0.35, -0.40, -0.66, 0.10, 0.13, 0.13, 0.52, -0.35, -0.36, -0.34, -0.64, 0.09, 0.11, 0.14, 0.53, -0.33, -0.28, -0.36, -0.64, 0.16, 0.11, 0.06, 0.52, -0.34, -0.31, -0.34]
}